C31H43Cl25F7N2O3PS | ωB97M-V/def2-TZVPD

Summary:
Net charge: 0
2S+1: 1
Gap between HOMO and LUMO, eV: 6.46
Highest occupied orbital energy, eV: -8.32

Each line ends with the Löwdin charge.
Element x y z (Å)
C 3.2398 3.6095 2.4777  -0.151
C 2.8754 3.3086 4.0495  -0.242
C 1.7248 2.1254 4.2560  -0.242
C 0.6563 2.0697 2.9703  -0.199
C -0.6897 1.2353 3.3747  -0.496
C -0.3012 0.1525 4.5387  -0.176
N -0.2036 -0.8646 5.3596  0.153
P -1.9695 2.4360 4.2262  0.739
O -1.8362 4.0524 3.6017  -0.377
Cl -1.4840 2.5751 6.2928  0.201
C -1.5231 0.6010 2.0889  -0.375
C -3.0809 0.4333 2.6843  -0.165
N -4.3358 0.3003 3.0115  0.155
C -1.4144 1.7235 0.8945  -0.132
C -2.4894 1.5797 -0.3238  -0.133
C -1.8805 1.2774 -1.8531  -0.020
C -2.8762 1.1512 -3.1839  -0.069
C -4.5395 1.2775 -3.0690  -0.033
C -5.1510 1.5840 -1.5497  -0.158
C -6.7948 1.7332 -1.2893  -0.140
C -4.1186 1.7450 -0.2483  -0.079
S -1.0145 -1.1325 1.5966  0.895
O -1.4129 -2.2071 2.6862  -0.323
O -1.9470 -1.5107 0.3775  -0.326
C 0.8018 -1.3960 1.2733  -0.229
F 1.0160 -2.8928 1.2898  0.024
F 1.7090 -0.8661 2.3268  0.019
C 1.3748 -0.8797 -0.1640  -0.098
F 1.8801 0.5398 -0.1547  0.014
F 0.4403 -0.9723 -1.3068  0.019
C 2.7058 -1.7862 -0.6197  -0.125
F 3.6896 -1.9746 0.4685  0.065
F 2.3269 -3.0390 -1.3375  0.050
F 3.3975 -0.9318 -1.6563  0.012
H 3.1838 2.6799 1.7688  0.070
H 2.5423 4.5097 2.1221  0.076
H 4.3409 4.0703 2.4745  0.049
H 3.8211 2.9226 4.6673  0.087
H 2.5216 4.2886 4.6285  0.120
H 1.1718 2.4110 5.2746  0.094
H 2.3213 1.1148 4.3330  0.022
H 0.4618 3.2165 2.7042  0.125
H 1.2705 1.6386 2.0730  0.088
H -1.6586 4.6887 4.3718  0.075
H -1.5239 2.8310 1.3183  0.138
H -0.3309 1.7036 0.3934  0.128
H -0.7299 1.1791 -2.0401  0.072
H -2.3770 0.9667 -4.2513  0.078
H -5.2251 1.1844 -4.0359  0.006
H -7.4015 1.0117 -2.0217  0.091
H -7.1670 2.8443 -1.3483  -0.006
H -6.9829 1.2825 -0.2009  0.091
H -4.6335 1.9934 0.7776  0.025
C 0.8843 -2.4047 -4.0259  -1.027
Cl 0.5669 -1.2181 -5.2973  0.524
Cl 0.0466 -3.9266 -4.3527  0.529
H 1.9593 -2.5938 -3.9762  0.027
H 0.5355 -2.0045 -3.0708  -0.005
C -6.7104 5.0152 1.0825  -0.972
Cl -8.0873 4.5871 0.0598  0.546
Cl -5.2138 4.3066 0.4637  0.605
H -6.6071 6.1028 1.1031  0.029
H -6.8889 4.6423 2.0940  0.034
C 3.9252 -1.3403 6.1012  -0.985
Cl 3.8205 0.4201 5.9775  0.589
Cl 5.2088 -1.8244 7.2160  0.561
H 2.9714 -1.7285 6.4666  0.032
H 4.1377 -1.7543 5.1126  0.034
C 3.0296 -0.9471 -8.3907  -1.052
Cl 2.9386 -1.5521 -10.0492  0.499
Cl 4.2394 0.3338 -8.2464  0.493
H 2.0536 -0.5487 -8.1033  0.009
H 3.3023 -1.7705 -7.7261  0.025
C -2.8608 -0.5295 8.5382  -1.018
Cl -2.5068 0.2075 10.1056  0.496
Cl -3.5723 0.6478 7.4280  0.456
H -1.9320 -0.9099 8.1062  0.020
H -3.5647 -1.3526 8.6830  0.030
C 0.7572 -7.4119 -6.2529  -1.035
Cl 0.7728 -7.1242 -7.9970  0.499
Cl 0.1423 -9.0268 -5.8800  0.504
H 1.7760 -7.3215 -5.8683  0.031
H 0.1152 -6.6677 -5.7753  -0.011
C -6.2173 1.4813 -7.3212  -1.009
Cl -4.9419 0.6973 -6.3810  0.543
Cl -7.0888 2.6693 -6.3443  0.506
H -5.7673 1.9871 -8.1788  0.030
H -6.9213 0.7213 -7.6688  0.031
C -3.3667 -7.7591 -7.3583  -1.040
Cl -3.3454 -6.7011 -5.9422  0.501
Cl -5.0128 -7.9772 -7.9647  0.508
H -2.7539 -7.3126 -8.1451  0.024
H -2.9578 -8.7336 -7.0804  0.019
C -3.2748 -4.1818 -2.8298  -1.033
Cl -3.3795 -2.4214 -2.9535  0.518
Cl -1.9912 -4.6659 -1.7150  0.490
H -4.2286 -4.5701 -2.4644  0.032
H -3.0623 -4.5959 -3.8184  -0.019
C 6.2147 6.6507 1.9247  -1.021
Cl 4.4736 6.8662 1.7068  0.511
Cl 6.5823 6.0368 3.5411  0.502
H 6.5807 5.9380 1.1817  0.028
H 6.7121 7.6140 1.7883  0.028
C 8.6938 -2.1243 6.8119  -1.055
Cl 9.2146 -3.0823 8.2034  0.495
Cl 9.7740 -0.7506 6.5453  0.497
H 8.6981 -2.7582 5.9220  0.031
H 7.6830 -1.7518 6.9948  -0.065
C 6.3334 0.8838 -1.7115  -1.038
Cl 8.0174 0.5613 -1.2809  0.506
Cl 5.7166 2.2993 -0.8508  0.493
H 6.2699 1.0657 -2.7870  0.032
H 5.7261 0.0145 -1.4479  0.004

Force components x, y, z for each atom (eV/Å):
C 0.6 1.4 0.9
C -0.2 -0.6 0.7
C 0.3 0.7 -0.3
C 1.7 0.9 0.7
C 2.7 -0.3 0.8
C -0.4 -7.6 4.8
N -0.7 9.7 -7.5
P -1.8 1.2 0.3
O 1.2 -1.1 2.4
Cl 0.8 0.5 -1.7
C -0.9 2.4 2.1
C -8.3 -1.4 1.0
N 11.6 1.1 -3.0
C -0.6 0.6 -1.6
C -2.4 -0.6 -4.5
C -4.1 0.5 0.0
C -1.4 0.6 3.3
C 2.9 0.7 4.0
C 3.2 -0.4 -1.0
C 1.0 -1.2 0.4
C 1.5 -1.0 -2.7
S -8.5 -7.3 0.1
O 2.8 4.8 -3.1
O 4.7 2.5 3.4
C 3.9 -1.7 1.0
F -0.9 5.0 -0.3
F -3.0 -1.4 -3.3
C 1.1 1.1 -2.6
F -2.0 -4.5 0.5
F 2.7 0.4 4.2
C 2.2 0.2 -2.0
F -3.7 0.3 -3.9
F 1.5 4.4 3.1
F -2.1 -3.0 3.3
H 0.1 1.8 1.4
H 1.4 -2.2 0.5
H -2.4 -1.2 -0.2
H -1.9 0.9 -1.6
H 0.7 -2.0 -1.6
H 1.1 -1.1 -2.3
H -1.8 2.1 -0.2
H -0.2 -2.7 0.5
H -1.5 0.6 1.7
H -0.2 -1.2 -1.5
H 0.1 -2.6 -0.4
H -2.4 -0.2 1.2
H -2.4 0.2 0.5
H -1.2 0.4 2.7
H 1.7 0.2 2.6
H 1.5 1.8 1.4
H 0.9 -2.5 0.0
H 0.3 1.2 -2.3
H 1.3 -0.9 -2.3
C 0.2 0.0 0.3
Cl 0.1 0.1 0.0
Cl 0.1 0.0 0.0
H -0.3 0.0 -0.1
H -0.1 -0.2 -0.5
C 0.0 0.4 0.4
Cl -0.2 0.3 0.2
Cl -0.2 0.6 0.2
H -0.1 -0.3 -0.1
H 0.0 0.0 -0.3
C -0.3 -0.2 -0.2
Cl 0.3 -0.3 0.2
Cl -0.2 -0.1 0.0
H 0.3 0.2 0.0
H 0.0 0.2 0.3
C -0.2 -0.1 0.3
Cl -0.1 -0.1 0.1
Cl 0.0 0.0 0.1
H 0.3 0.0 -0.2
H 0.0 0.2 -0.2
C 0.0 -0.4 -0.1
Cl 0.0 -0.1 0.0
Cl -0.4 -0.4 0.2
H -0.2 0.2 0.1
H 0.1 0.3 0.0
C 0.1 0.3 0.3
Cl 0.0 0.1 0.0
Cl 0.0 0.0 0.1
H -0.3 -0.1 -0.2
H 0.1 -0.2 -0.2
C -0.1 0.0 -0.4
Cl 0.0 -0.2 -0.4
Cl 0.0 0.0 -0.1
H -0.1 -0.1 0.3
H 0.2 0.2 0.2
C 0.3 -0.2 -0.3
Cl 0.2 0.0 0.1
Cl 0.1 0.0 -0.1
H -0.2 0.0 0.2
H -0.2 0.3 0.0
C -0.2 -0.1 -0.2
Cl 0.0 0.0 0.0
Cl -0.1 -0.1 0.1
H 0.3 0.2 0.0
H 0.1 0.2 0.3
C 0.3 0.1 -0.2
Cl 0.0 0.2 -0.1
Cl 0.1 0.0 0.0
H -0.2 0.1 0.2
H -0.2 -0.2 0.1
C -0.3 0.0 -0.2
Cl -0.1 -0.1 0.0
Cl -0.1 0.0 -0.1
H 0.1 0.2 0.3
H 0.5 -0.1 0.0
C -0.1 -0.3 -0.2
Cl 0.0 -0.1 -0.1
Cl -0.2 0.0 0.0
H 0.1 0.1 0.3
H 0.2 0.3 0.0

---

C4H7IOS | ωB97M-V/def2-TZVPD

Summary:
Net charge: 0
Energy above the lowest of the compared OMol25 structures with the same formula, charge and spin, kJ/mol: 207.7
2S+1: 1
SMILES string: C1=CCC1.OSI
Gap between HOMO and LUMO, eV: 7.88
Highest occupied orbital energy, eV: -8.81

Each line ends with the Löwdin charge.
Element x y z (Å)
C -1.1261 -0.8783 0.2112  -0.121
C -0.4403 -0.2118 1.1213  -0.164
C -0.4300 1.0886 0.3535  -0.172
C -1.3593 0.2983 -0.6832  -0.177
H -1.5213 -1.8600 0.0211  0.103
H 0.0472 -0.2942 2.0642  0.085
H 0.6176 1.4072 -0.0633  0.097
H -0.9898 2.0166 0.8312  0.135
H -2.3959 0.5985 -0.7086  0.100
H -1.0036 0.3361 -1.6731  0.080
O 1.5015 -1.1700 -1.1739  -0.560
S 2.3446 -1.4446 0.2266  0.315
I 3.8419 0.5346 0.4474  0.315
H 0.9136 -0.4210 -0.9745  -0.035

Force components x, y, z for each atom (eV/Å):
C -0.7 -0.5 -0.7
C 0.5 1.4 0.3
C -0.6 1.9 -0.4
C 0.4 1.0 1.3
H 0.2 -0.4 0.5
H 0.0 -0.9 0.6
H -1.9 -0.4 0.8
H 1.4 -1.8 -0.8
H -0.3 0.4 0.1
H 0.5 -0.4 -1.4
O 0.7 0.3 0.7
S 0.5 0.8 -0.5
I -0.6 -0.9 -0.2
H -0.2 -0.3 -0.1

---

C3H2N2O2 | ωB97M-V/def2-TZVPD

Summary:
Net charge: 0
Energy above the lowest of the compared OMol25 structures with the same formula, charge and spin, kJ/mol: 231.2
2S+1: 1
Gap between HOMO and LUMO, eV: 8.21
Highest occupied orbital energy, eV: -8.43

Each line ends with the Löwdin charge.
Element x y z (Å)
C 0.5986 -0.5071 0.0488  -0.061
C 0.4871 0.9997 0.0256  -0.458
C -1.6054 0.0687 0.0275  -0.261
N 1.5239 -1.3057 0.0431  0.176
N -0.8864 1.2252 -0.0057  0.112
O 1.3436 1.8309 0.0399  0.131
O -2.7594 -0.2007 0.0436  0.105
H 1.3772 -2.3071 0.0309  0.082
H -1.2903 2.1631 -0.0474  0.175

Force components x, y, z for each atom (eV/Å):
C -2.8 -0.5 0.0
C 0.2 0.4 0.0
C 2.0 -1.4 0.1
N 0.1 0.8 -0.1
N -0.4 0.7 0.0
O 0.1 0.0 0.0
O 0.9 0.3 0.0
H -0.3 0.0 0.1
H 0.2 -0.3 0.0

---

C16H35BrF4N2O2SSb | ωB97M-V/def2-TZVPD

Summary:
Net charge: -1
2S+1: 1
Gap between HOMO and LUMO, eV: 7.17
Highest occupied orbital energy, eV: -4.77

Each line ends with the Löwdin charge.
Element x y z (Å)
C -4.4059 0.4201 3.1375  0.023
C -5.2020 0.7180 1.8988  -0.598
O -6.3701 0.8943 1.9604  0.114
O -4.4693 0.8164 0.7953  -0.080
C -5.0648 0.2509 -0.4047  -0.247
Sb -3.9189 -1.3898 -1.3524  1.485
N -5.2521 -1.2478 -2.9730  -0.199
F -3.0420 -2.8993 -2.3658  -0.472
C -2.5252 -0.0188 -2.3897  -0.308
C -2.1207 1.1937 -1.5494  -0.347
C -0.6335 1.6216 -1.7934  -0.546
S 0.2638 1.9144 -0.2358  0.676
C -2.5444 -1.6609 0.3249  -0.337
C -2.0658 -3.0920 0.5066  -0.340
C -0.7996 -3.2258 1.4022  -0.593
Br -0.6564 -1.9183 2.8351  0.603
C -5.3690 -2.8442 -0.4186  -0.740
F -5.0834 -4.1143 -0.7230  0.057
F -5.4064 -2.7897 0.9195  0.061
F -6.6087 -2.6716 -0.8321  0.069
H -4.1206 1.3859 3.5502  0.086
H -5.0173 -0.0673 3.8787  0.084
H -3.4849 -0.1126 2.9404  0.048
H -6.0860 -0.0808 -0.2589  0.064
H -5.1136 1.0534 -1.1351  0.059
H -5.4429 -0.2564 -3.0805  -0.038
H -4.7898 -1.5802 -3.8106  -0.031
H -2.9456 0.2515 -3.3475  0.040
H -1.6347 -0.6087 -2.5851  0.041
H -2.2208 1.0167 -0.4891  0.037
H -2.7227 2.0311 -1.8740  0.096
H -0.6379 2.5404 -2.3662  0.050
H -0.1359 0.8508 -2.3631  0.050
H -0.6561 1.8068 0.7370  -0.154
H -1.6898 -1.0240 0.1308  0.043
H -3.0299 -1.3591 1.2389  0.011
H -1.8035 -3.5674 -0.4297  0.091
H -2.8405 -3.6294 1.0368  0.091
H -0.8014 -4.2212 1.8207  0.045
H 0.0587 -3.1468 0.7557  0.049
C 7.0975 1.7641 -1.7226  -0.096
C 6.0190 2.1547 -0.7216  -0.280
N 5.2492 1.0254 -0.2436  -0.199
C 4.0341 1.4081 0.4622  -0.256
C 4.1824 2.1886 1.7725  -0.083
C 6.0152 -0.0524 0.3539  -0.250
C 6.9220 0.2816 1.5459  -0.087
H 6.6738 1.1854 -2.5447  0.079
H 7.5564 2.6615 -2.1413  0.069
H 7.8930 1.1774 -1.2601  0.061
H 5.3331 2.8424 -1.2235  0.118
H 6.4851 2.7233 0.0994  0.100
H 3.4366 0.5133 0.6498  0.110
H 3.4298 2.0107 -0.2210  0.085
H 4.5298 1.5554 2.5886  0.054
H 3.2091 2.5845 2.0695  0.068
H 4.8631 3.0359 1.6747  0.064
H 6.6383 -0.4984 -0.4275  0.099
H 5.3267 -0.8502 0.6418  0.116
H 7.5237 1.1750 1.3710  0.063
H 7.6152 -0.5455 1.7190  0.068
H 6.3566 0.4199 2.4659  0.053

Force components x, y, z for each atom (eV/Å):
C 0.6 0.6 -0.1
C 1.2 -0.2 0.9
O -2.2 0.1 -0.3
O 0.3 -0.8 -0.4
C 0.2 0.4 -0.7
Sb 0.2 0.7 -0.4
N -0.2 -0.2 0.5
F -0.1 0.1 0.1
C 0.3 -0.3 0.8
C 0.9 -0.1 -1.0
C -1.3 0.0 0.6
S 0.9 0.2 0.1
C 0.1 -0.7 -0.6
C 0.5 0.5 1.3
C -0.8 -0.2 -1.1
Br 0.1 -0.2 0.0
C 1.2 0.3 -1.2
F 0.4 -1.3 -0.1
F 0.1 0.2 1.4
F -1.7 0.5 -0.2
H 0.1 0.2 0.2
H -0.2 -0.3 0.1
H 0.1 -0.2 -0.1
H -0.2 0.0 0.4
H 0.0 0.2 -0.2
H 0.0 0.0 -0.3
H 0.1 0.1 0.0
H -0.2 0.2 -0.2
H 0.1 -0.4 -0.1
H -0.4 0.0 0.3
H -0.4 0.3 0.5
H 0.3 0.2 -0.1
H 0.4 -0.2 0.1
H -0.3 -0.1 -0.5
H 0.2 0.4 0.0
H -0.1 0.4 0.2
H -0.2 -0.2 -0.2
H -0.4 -0.4 -0.3
H 0.2 -0.1 0.5
H 0.6 0.4 0.2
C 0.1 0.0 0.0
C 0.2 0.0 -0.1
N -0.2 -0.1 0.1
C -0.2 0.1 0.0
C -0.1 0.0 0.1
C 0.2 -0.1 -0.1
C 0.0 -0.1 0.1
H 0.0 0.0 0.0
H 0.0 0.0 0.0
H 0.0 0.0 0.0
H -0.1 0.0 0.1
H 0.0 0.1 0.0
H 0.1 -0.1 0.0
H 0.1 0.0 -0.1
H 0.1 0.0 0.0
H 0.0 0.0 0.0
H 0.0 0.0 0.0
H 0.0 0.1 0.0
H -0.1 0.1 0.0
H 0.0 0.0 0.0
H 0.0 0.0 0.0
H 0.0 0.1 0.0

---

CH6O4Si | ωB97M-V/def2-TZVPD

Summary:
Net charge: 0
Energy above the lowest of the compared OMol25 structures with the same formula, charge and spin, kJ/mol: 0.0
2S+1: 1
Gap between HOMO and LUMO, eV: 11.59
Highest occupied orbital energy, eV: -11.02

Each line ends with the Löwdin charge.
Element x y z (Å)
C -0.2575 0.3503 -0.2823  -0.707
O -0.9597 1.2303 -0.6811  0.112
O 0.3711 0.3142 0.8566  -0.069
O -0.0214 -0.7788 -0.9717  0.134
O 2.2956 1.8923 1.5963  -0.168
Si 0.7484 1.5594 1.8969  0.515
H 2.9282 1.2233 1.3344  0.063
H -2.3476 -4.4493 -3.6710  0.001
H -0.5078 -0.7806 -1.8062  0.131
H 0.0497 2.7977 1.6413  0.001
H 0.5054 0.8862 3.1626  -0.013
H -2.8044 -4.2450 -3.0758  0.000

Force components x, y, z for each atom (eV/Å):
C -0.5 -0.4 -1.2
O -0.4 0.7 -0.2
O 0.2 -0.5 0.5
O 0.3 -0.5 0.2
O 0.8 0.4 0.0
Si 0.0 -0.3 -0.1
H 0.0 -0.1 0.1
H -0.7 0.3 0.9
H -0.1 0.4 0.2
H -0.4 0.2 0.1
H 0.0 0.1 0.4
H 0.7 -0.3 -0.9

---

- Which of these has the lowest net charge?
  C16H35BrF4N2O2SSb